8 unconnected molecules or ions with the total composition C34H49F21N3O16 in a non-equilibrium geometry. Source: the OMol25 dataset; level of theory: the ωB97M-V functional and the def2-TZVPD basis.

Calculated values
Kohn-Sham gap	7.212	eV
maximum force	1.96	eV/A
HOMO level	-0.4301	Ha

ORCA input file:
```
! wB97M-V def2-TZVPD RIJCOSX def2/J DEFGRID3
* xyz 1 1
O 1.83 -6.20 -2.95
H -2.97 -2.89 0.37
O -0.60 2.98 -0.64
H 6.54 2.92 6.33
C 3.97 3.83 5.24
H 1.15 1.88 -3.53
C -6.20 -0.75 2.11
C -5.62 -0.12 5.72
F -5.85 -0.03 1.03
F -1.11 -2.35 3.41
C 0.52 -1.57 4.93
C -5.04 -4.30 -11.90
C 10.55 3.10 6.78
F -0.61 -1.86 -5.51
H -2.68 0.45 -10.64
H -2.94 -1.59 -9.24
F -4.68 -5.37 -11.19
H 1.98 0.90 4.95
H -0.81 -4.40 -4.81
H -4.53 -0.07 5.68
H 1.44 4.04 2.94
C 0.70 -6.55 -3.01
H 1.87 -0.55 7.64
H -5.89 -0.89 6.44
N -3.52 -2.11 0.02
H 2.69 -1.14 6.20
O -4.70 0.71 3.29
F -1.19 -1.13 -7.47
O -3.18 -2.96 -12.67
F 2.87 5.02 6.97
H -3.95 0.29 -0.99
C -0.98 -0.78 -6.21
H 0.57 3.18 -6.24
H -0.36 3.46 -4.77
F -0.66 -8.51 -2.88
H -2.41 3.35 0.66
C -3.52 1.59 0.59
F -5.71 -1.98 1.96
C -3.40 -0.32 -10.91
C 3.99 4.34 6.69
O 0.09 0.83 -4.89
H -1.82 -1.04 0.74
O 0.84 0.59 -7.01
F 12.70 2.11 6.84
C -1.85 0.79 -1.06
F -2.14 -0.34 -5.69
C 0.79 -5.38 -5.86
C 0.12 -4.91 -4.59
H 2.49 2.63 3.12
C -3.95 -3.21 -11.79
O 0.61 -1.13 6.18
N -2.85 2.78 -0.06
C 1.97 0.89 6.04
H -4.39 -0.02 -10.55
H 2.87 1.36 6.41
O 4.28 2.71 4.93
H -3.35 -0.72 1.52
F 12.42 3.98 7.92
F -0.63 -7.18 -1.17
H -3.45 -0.37 -12.00
F 5.03 5.15 6.88
H 1.73 -5.88 -5.64
H 8.53 4.43 6.06
H 4.50 4.04 2.75
O 1.35 -1.52 4.08
O 3.56 4.80 4.43
O 9.61 3.54 7.60
O 10.47 2.96 5.60
H 2.05 1.56 -5.01
C 3.55 4.50 3.02
C 11.84 2.82 7.58
F 1.10 -8.42 -1.62
H 8.00 1.97 6.02
F -0.96 -3.38 5.30
H 7.86 4.54 7.69
C -1.78 2.34 -1.06
C -3.00 -1.65 -10.32
C 0.12 -7.70 -2.16
C 0.10 0.31 -6.11
H -3.32 1.50 1.65
H -2.00 2.68 -2.07
H -2.57 -1.96 -1.93
H -4.58 1.76 0.47
F 4.09 3.32 7.55
H 1.34 3.97 -4.86
H -7.32 1.14 6.09
N 0.42 2.07 -0.01
H -4.30 -1.66 -1.88
C 1.07 1.85 -4.61
F -7.52 -0.80 2.16
H 1.00 -4.52 -6.50
H 2.39 3.45 1.56
H -0.94 0.24 -0.87
O -6.12 -0.60 4.45
C 1.87 -0.53 6.56
H -3.53 3.35 -0.57
H -5.90 1.51 7.07
F -1.84 -1.40 5.20
C -3.51 -2.27 -1.44
O -0.27 -6.02 -3.76
C -2.89 -0.90 0.55
H 7.37 2.08 7.66
H 1.10 1.47 6.38
H -5.95 1.98 5.37
H 3.49 5.46 2.53
C 0.63 3.19 -5.15
C 2.39 3.60 2.63
H -2.03 -1.98 -10.70
F -5.21 -4.66 -13.17
O -3.99 -2.66 -10.59
C 8.35 3.87 6.98
C -5.58 -0.10 3.37
C -6.23 1.21 6.08
O 0.20 1.91 1.11
H -2.07 0.55 -2.10
C -3.13 0.37 -0.29
H 0.75 -4.23 -4.02
H -3.74 -3.30 -1.69
C 7.51 2.64 6.73
C -0.88 -2.19 4.71
F 11.58 2.14 8.70
F -6.21 -3.86 -11.43
H 0.15 -6.07 -6.40
*
```


2 unconnected molecules or ions with the total composition C34H49FI2N2O4S3 in a non-equilibrium geometry. Source: the OMol25 dataset; level of theory: the ωB97M-V functional and the def2-TZVPD basis.

Calculated values
Kohn-Sham gap	8.412	eV
maximum force	2.55	eV/A
energy relative to the best compared isomer or geometry (same formula, charge and spin)	0.000	eV
HOMO level	-0.3080	Ha
structure (SMILES)	C[C@](CCCN)(CCCS)O[C@@H](I)CO[C@@](F)(CCCI)CCCSC(=S)N(c1ccccc1)c1ccccc1.O=C1CCCO1

ORCA input file:
```
! wB97M-V def2-TZVPD RIJCOSX def2/J DEFGRID3
* xyz 0 1
H -0.46 4.43 -1.82
H -9.46 -0.99 -0.51
H 4.69 -0.83 -2.96
F 1.71 -3.51 -1.97
S 2.80 5.79 -2.71
H 8.11 -2.79 3.41
C 0.34 -2.99 -0.17
H 0.50 5.62 -3.46
H 2.10 2.89 -1.56
C 7.66 -3.45 1.38
H 0.79 -3.95 0.13
C 0.63 4.42 -1.67
H 0.93 5.05 -0.83
C -0.36 0.32 -0.96
I -2.15 1.23 -1.81
H -7.22 0.10 -3.99
C 0.57 2.40 -0.07
O 5.78 -1.39 3.54
H -5.16 0.00 -2.71
H -7.35 -1.08 0.76
H -5.47 3.14 3.61
H 0.99 2.11 2.85
N 3.52 0.84 3.67
C 6.37 -3.14 0.64
C 1.78 1.80 2.16
H -1.07 -4.26 -1.17
H -0.06 4.18 1.00
O 0.58 -1.61 -2.22
C -5.16 1.04 3.22
H 6.55 -2.79 -0.37
C -2.07 -3.45 0.59
C -5.00 0.04 2.28
C 6.21 -2.10 2.68
C -5.17 1.71 0.59
C 1.82 2.62 0.86
H 2.72 2.29 0.31
H -9.41 -0.37 -2.94
H 2.40 -0.74 -0.27
C -7.28 -0.19 -2.95
H -5.19 1.98 -0.46
C 2.49 -1.78 -0.59
H -4.86 -1.00 2.57
O 5.74 -2.09 1.40
H -1.44 -3.74 1.45
C -7.35 -0.83 -0.30
C 3.12 2.05 2.92
H 0.20 0.20 -3.01
H 1.76 0.72 1.98
C 1.25 -2.38 -1.28
C 1.01 2.93 -1.46
S -2.81 -1.86 1.02
H 2.64 -2.36 0.33
H 8.02 -4.46 1.20
C -1.10 -3.30 -0.63
H -0.95 2.75 1.50
C 3.80 -1.45 -2.83
H -1.35 3.54 -0.05
C -5.34 2.36 2.87
H 3.54 0.05 3.04
I 3.94 -2.96 -4.35
H -0.78 -0.58 -0.49
H 0.58 2.41 -2.32
C 1.22 4.93 -3.02
C -8.49 -0.44 -2.35
H 3.07 2.93 3.56
H -5.13 0.79 4.27
H 5.69 -3.99 0.60
H 2.95 -0.81 -3.08
C -6.13 -0.56 -0.89
S -5.22 -3.24 -0.01
H -2.80 -4.25 0.43
H 4.07 -3.05 -1.43
N -4.86 -0.56 -0.17
H -1.52 -2.51 -1.26
H 1.31 4.10 -3.73
C 0.60 -0.22 -2.07
C -0.53 3.27 0.62
C -4.99 0.38 0.94
C -6.11 -0.24 -2.22
H 0.32 -2.36 0.73
H 8.44 -2.75 1.07
C 3.82 -1.98 -1.37
H 3.55 4.77 -2.23
C -8.52 -0.79 -1.01
H 3.89 2.19 2.13
H 4.63 -1.47 -0.84
H 6.84 -4.04 3.31
C 7.28 -3.17 2.83
H 1.58 0.26 -1.95
O 0.26 1.01 0.07
C -5.35 2.70 1.53
C -4.43 -1.83 0.22
H -5.51 3.71 1.16
H 1.97 3.68 1.06
H 4.46 0.95 4.02
*
```


A molecular structure, C34H49Ge2O2ReS in a non-equilibrium geometry. Source: the OMol25 dataset; level of theory: the ωB97M-V functional and the def2-TZVPD basis.

Calculated values
Kohn-Sham gap (alpha / beta)	6.340 / 4.367	eV
maximum force	1.02	eV/A
expectation value of S²	3.817
HOMO level (alpha / beta)	-0.5857 / -0.5860	Ha

ORCA input file:
```
! wB97M-V def2-TZVPD RIJCOSX def2/J DEFGRID3
* xyz 3 4
C 5.30 0.58 -2.97
H 1.50 -2.66 3.42
H -0.83 2.46 0.39
C -1.93 3.41 2.00
H -2.14 -0.02 5.59
H -0.04 -2.80 4.30
H -0.52 -0.30 3.77
H 0.39 4.47 -2.01
C -3.20 0.12 0.55
O 1.56 0.40 0.35
C 0.65 -3.31 3.62
H -1.49 4.39 1.83
C 3.19 2.90 -0.91
H -1.93 -1.30 3.45
C -5.94 1.87 2.40
C 2.32 4.57 -2.95
C -4.51 0.65 0.85
C -1.36 -4.45 2.61
C -1.00 2.32 1.46
H -2.89 3.41 1.49
H -0.66 -3.36 -2.53
H 8.57 -0.29 -2.77
C -1.51 0.03 -3.86
H -2.49 0.43 -3.60
H -0.02 2.37 1.95
C 3.68 2.03 0.20
H -1.32 -3.77 -0.96
H -1.09 0.69 -4.62
Ge -1.62 0.49 1.71
C -2.84 -3.39 -2.46
O -0.38 -2.48 1.63
H 1.98 5.24 -3.73
H -1.66 -0.95 -4.32
C 0.88 -4.55 1.44
H -3.89 1.48 2.76
C 5.67 -0.99 -1.17
C -0.04 -3.75 2.35
C 6.65 0.53 -3.28
H -2.09 -3.74 3.00
C 3.33 -0.15 -1.60
C -0.58 -0.05 -2.65
H 1.79 -3.99 1.21
C -5.63 0.54 -0.05
H 5.29 -1.61 -0.36
H 4.77 1.93 0.21
C -7.01 1.72 1.51
Re 0.32 -1.05 0.77
H -5.52 0.05 -1.00
H -1.98 1.51 4.75
H 2.78 0.59 -2.18
H 7.69 -1.64 -0.89
H 2.86 -1.13 -1.68
C -4.72 1.35 2.07
C 4.09 3.35 -1.87
C 1.86 3.31 -0.96
H 4.35 4.55 -3.62
C 3.65 4.19 -2.89
H -0.42 0.94 -2.20
H 1.03 -4.19 4.14
H -6.09 2.39 3.34
H -7.69 0.97 -0.39
C 7.51 -0.26 -2.52
H -3.40 0.49 4.49
H -7.98 2.14 1.77
H 3.37 2.33 1.20
C 4.81 -0.18 -1.91
H -3.63 -3.32 -1.72
C 7.02 -1.02 -1.47
C 1.42 4.14 -1.98
C -1.46 -3.14 -1.83
H 7.04 1.10 -4.11
C -2.99 -0.61 -0.59
H -3.06 -2.70 -3.27
H -1.76 -4.91 1.71
C -6.85 1.06 0.28
S 3.16 0.29 0.13
H -1.21 -5.22 3.36
H 1.17 -5.47 1.93
H 4.63 1.19 -3.56
H 5.13 3.06 -1.82
C -1.59 -0.26 3.52
H 1.17 3.00 -0.18
H -2.87 -4.39 -2.88
H -3.83 -0.87 -1.22
H 0.40 -0.43 -2.94
H -2.10 3.32 3.07
Ge -1.27 -1.27 -1.29
H 0.39 -4.82 0.51
C -2.32 0.48 4.64
*
```


A molecular structure, C34H49MnN3O8P2Te in a non-equilibrium geometry. Source: the OMol25 dataset; level of theory: the ωB97M-V functional and the def2-TZVPD basis.

Calculated values
Kohn-Sham gap (alpha / beta)	2.330 / 2.329	eV
maximum force	5.06	eV/A
expectation value of S²	8.889
energy relative to the best compared isomer or geometry (same formula, charge and spin)	0.812	eV
HOMO level (alpha / beta)	0.0359 / 0.0359	Ha

ORCA input file:
```
! wB97M-V def2-TZVPD RIJCOSX def2/J DEFGRID3
* xyz -2 6
H -2.69 -7.18 -0.28
H -3.93 4.24 -1.67
P -1.18 2.30 0.71
C 4.04 -4.84 -1.35
C 3.19 -5.13 -3.57
H 1.81 2.21 4.19
C 0.50 -3.07 3.58
H -3.98 -5.72 -1.97
C -3.69 3.43 0.37
C 0.61 -1.65 3.37
O -1.26 0.77 0.50
H -1.12 1.79 4.77
O 2.93 3.02 -0.71
Te -4.54 -2.21 0.90
H 4.83 4.09 2.97
H 3.80 -2.93 -0.45
C 3.59 -3.55 -1.33
H 1.02 -3.52 4.42
C 4.48 1.53 -1.77
H 3.56 1.82 4.25
H 1.31 -2.41 -4.56
H -0.10 4.80 2.60
C 2.20 2.15 -2.88
H 2.34 1.76 -3.88
H 3.17 -5.65 -4.54
H 4.97 2.36 2.57
C -3.95 -0.66 -2.43
C 3.88 -5.63 -2.50
C -3.31 -5.33 -1.23
Mn -2.15 -1.17 0.05
C 0.35 3.03 0.00
H -0.80 5.16 4.25
C 3.46 2.63 -2.04
H -3.81 -2.09 -4.14
H -5.48 2.21 0.30
P 1.94 2.08 0.18
H -3.49 -3.31 -1.97
C -2.98 -3.96 -1.30
C -2.65 -6.09 -0.27
O -2.25 3.24 0.06
C -4.00 4.54 -0.59
C 2.59 -3.84 -3.53
C -1.63 -0.56 -2.53
H 2.41 4.13 2.59
H 1.76 -3.95 -5.46
O 1.91 0.66 -0.15
H 1.78 1.31 -2.33
H -3.32 5.37 -0.45
C 2.83 2.65 4.01
H -5.06 4.83 -0.37
H 5.04 1.29 -2.67
H -1.61 -0.16 -4.67
H 0.95 -0.88 4.11
C 2.87 -3.05 -2.37
N -2.08 -3.38 -0.51
C -0.47 4.36 3.56
H -4.13 -0.42 -4.60
O -5.06 -0.65 -1.93
H 5.23 1.85 -1.00
C -2.00 -0.87 -3.97
C 2.96 3.18 2.61
O 2.34 2.23 1.75
H 0.46 4.00 0.52
H 4.54 -5.32 -0.54
C -3.51 -1.03 -3.92
H -4.14 1.47 1.12
O -1.16 2.40 2.31
H -3.78 3.74 1.40
H 4.56 3.58 1.24
C -1.53 -4.05 0.51
H 0.15 3.11 -1.06
H -2.05 3.25 5.49
O -0.46 -0.46 -2.05
H 4.01 0.59 -1.40
C -1.87 -5.43 0.67
C 4.43 3.30 2.29
C -0.71 -3.27 1.50
H 0.25 -0.17 1.88
H -2.90 1.99 4.46
H -1.56 -1.83 -4.26
H -2.54 3.85 2.98
C 1.83 -3.38 -4.55
C -4.37 2.10 0.25
H 4.28 -6.64 -2.49
H 3.01 3.52 4.69
H 1.43 2.93 -3.00
N -2.70 -0.44 -1.77
N -0.63 -1.96 1.26
H -0.41 -4.86 2.73
C -1.94 2.54 4.60
H 0.37 3.89 4.10
H -4.13 1.58 -0.68
C -1.62 3.37 3.34
H 2.48 -2.05 -2.30
C -0.15 -3.84 2.61
H -1.51 -5.96 1.58
C 0.07 -1.18 2.17
H 3.91 3.57 -2.40
*
```


| no. | DFT total energy (a.u.) |
| --- | --- |
| 1 | -4790.0077 |
| 2 | -3625.1859 |
| 3 | -6104.6601 |
| 4 | -4192.9523 |